1.
3 unconnected molecules or ions with the total composition C4H5NO. Source: the Open Molecules 2025 dataset; level of theory: the ωB97M-V functional and the def2-TZVPD basis.

Summary:
relative energy (zero: lowest compared OMol25 entry of this formula, charge and spin) = 51.80 kcal/mol
orbital gap = 11.0 eV
net charge = 0
HOMO = -10.7 eV
E_tot = -7764.280 eV

Each line ends with the Löwdin charge.
Cartesian coordinates (Å):
C 0.459 0.871 2.119  0.041
C -0.173 0.375 1.057  -0.173
C -1.846 -0.311 -2.293  -0.001
O -1.658 0.712 -1.834  -0.011
C 0.107 -0.935 0.534  -0.253
N 0.316 -1.985 0.090  0.149
H 1.220 0.307 2.649  0.074
H 1.359 -0.689 -2.854  0.031
H 0.222 1.866 2.484  0.067
H -0.929 0.943 0.522  0.081
H 0.922 -1.155 -2.474  -0.005

Cartesian forces, eV/Å:
-0.1 -0.1 -0.1
0.1 0.1 0.2
0.2 1.2 0.5
-0.3 -1.2 -0.6
0.2 -0.9 -0.4
-0.2 1.0 0.4
-0.1 0.1 -0.1
0.0 0.0 0.0
0.0 -0.1 -0.1
0.1 -0.1 0.1
0.1 0.0 0.0



2.
5 unconnected molecules or ions with the total composition CH10O5. Source: the Open Molecules 2025 dataset; level of theory: the ωB97M-V functional and the def2-TZVPD basis.

Summary:
relative energy (zero: lowest compared OMol25 entry of this formula, charge and spin) = 22.71 kcal/mol
orbital gap = 11.0 eV
net charge = 0
HOMO = -10.7 eV
SMILES string = C=O.O.O.O.O
E_tot = -11435.492 eV

Each line ends with the Löwdin charge.
Cartesian coordinates (Å):
O -1.489 0.932 -1.343  -0.071
C -0.362 0.449 -1.667  -0.068
H -0.037 -0.570 -1.335  0.080
H 0.226 0.941 -2.494  0.097
H -2.427 -0.762 -0.243  -0.012
H -3.106 -2.112 -0.126  0.064
O -2.568 -1.467 0.362  -0.039
H -0.888 -2.290 1.269  0.018
H 0.204 -3.219 0.938  0.062
O 0.083 -2.299 1.237  -0.072
H 2.483 4.023 -0.199  0.022
H 2.032 2.756 0.341  -0.042
O 2.633 3.095 -0.244  -0.006
H 0.872 -0.549 0.794  0.065
H 0.879 0.763 1.658  0.020
O 1.464 0.308 1.051  -0.118

Cartesian forces, eV/Å:
4.0 -1.9 -0.7
-3.7 1.1 -0.4
-0.1 0.8 0.1
-0.2 -0.2 1.0
0.3 1.4 -0.9
0.2 0.3 0.3
-0.5 -1.6 0.7
0.0 0.7 0.0
0.5 0.5 0.1
-0.5 -1.1 -0.3
0.0 1.2 -0.1
-2.3 -1.9 2.3
2.3 0.5 -2.3
2.2 2.6 1.1
-0.1 0.1 0.3
-2.1 -2.8 -1.3



3.
A molecular structure, C27H16AuF3N4O2. Source: the Open Molecules 2025 dataset; level of theory: the ωB97M-V functional and the def2-TZVPD basis.

Summary:
orbital gap (alpha / beta) = 4.2 / 4.2 eV
net charge = 0
HOMO (alpha / beta) = -7.0 / -7.0 eV
E_tot = -50155.902 eV

Each line ends with the Löwdin charge.
Cartesian coordinates (Å):
Au 0.148 1.355 -0.204  1.232
O 2.080 5.034 -0.687  0.071
C 1.716 3.922 -0.357  -0.447
N 0.426 3.474 -0.219  -0.019
C -0.657 4.303 -0.212  -0.215
C -0.614 5.708 -0.063  -0.034
C -1.774 6.431 -0.016  -0.099
C -3.043 5.803 -0.119  -0.097
C -3.136 4.461 -0.268  -0.027
C -1.953 3.653 -0.325  -0.232
N -1.956 2.332 -0.418  0.041
C -3.098 1.629 -0.757  -0.443
O -3.966 2.036 -1.498  0.085
C -3.196 0.277 -0.101  -0.214
C -4.202 -0.598 -0.490  0.002
C -4.270 -1.827 0.142  -0.056
C -3.345 -2.125 1.133  -0.056
C -2.390 -1.172 1.459  -0.150
N -2.316 0.011 0.860  0.071
C 2.777 2.874 -0.073  -0.174
C 4.116 3.207 -0.155  0.022
C 5.056 2.233 0.137  -0.026
C 4.631 0.965 0.503  -0.033
C 3.272 0.705 0.555  -0.097
N 2.380 1.651 0.277  0.034
H 0.340 6.198 0.011  0.094
H -1.720 7.505 0.107  0.095
H -3.944 6.400 -0.071  0.100
H -4.101 3.982 -0.349  0.102
H -4.892 -0.306 -1.267  0.118
H -5.031 -2.544 -0.136  0.108
H -3.356 -3.078 1.645  0.102
H -1.648 -1.366 2.228  0.106
H 4.382 4.213 -0.445  0.127
H 6.113 2.459 0.076  0.118
H 5.336 0.178 0.735  0.114
H 2.873 -0.270 0.805  0.104
F 2.856 -7.701 0.427  0.139
C 1.643 -7.441 -0.100  -0.586
F 1.608 -8.012 -1.314  0.137
F 0.746 -8.086 0.671  0.140
C 1.368 -5.966 -0.153  -0.125
C 1.110 -5.328 -1.354  -0.002
C 0.857 -3.965 -1.371  -0.013
C 0.859 -3.225 -0.190  -0.246
C 1.121 -3.887 1.017  -0.020
C 1.373 -5.245 1.035  -0.009
C 0.596 -1.813 -0.202  -0.130
C 0.374 -0.623 -0.236  -0.197
H 1.106 -5.892 -2.276  0.121
H 0.654 -3.460 -2.307  0.121
H 1.118 -3.319 1.938  0.116
H 1.575 -5.749 1.972  0.126

Cartesian forces, eV/Å:
0.7 3.8 0.6
0.0 0.1 0.2
-0.4 -0.6 -0.3
1.8 -2.3 0.4
-3.6 1.0 -0.4
0.4 -1.0 -0.1
-1.4 0.1 0.0
1.2 1.4 0.2
0.7 -1.7 0.0
1.7 4.4 0.3
0.8 -4.2 -0.6
1.0 -0.5 0.2
-0.2 0.1 0.1
0.0 0.0 -0.1
0.1 0.0 0.0
0.0 -0.1 0.0
0.0 0.0 0.0
-0.1 0.0 -0.1
-0.2 -0.3 0.2
-0.5 0.4 -0.1
0.1 -0.2 0.1
0.0 0.1 0.0
-0.1 0.0 0.1
0.0 -0.3 0.0
-1.2 -0.5 -0.8
0.0 0.1 0.0
0.0 0.0 0.0
0.0 0.0 0.0
0.1 0.0 0.0
0.0 0.0 0.0
0.0 0.0 0.0
0.0 0.0 0.0
0.0 0.0 0.0
-0.1 0.0 0.0
0.0 0.0 0.0
0.0 0.0 0.0
0.0 0.0 -0.1
0.0 0.0 0.0
0.0 0.0 0.0
0.0 0.0 0.0
0.0 0.0 0.0
0.0 0.1 0.0
0.0 0.0 0.0
0.0 0.1 -0.1
0.0 -0.1 0.1
0.0 0.1 0.0
0.0 0.0 0.0
0.0 0.2 -0.1
-0.6 0.0 0.0
0.0 0.0 0.0
0.0 0.0 0.0
0.0 0.0 0.0
0.0 0.0 0.0



4.
2 unconnected molecules or ions with the total composition C2H8NOP. Source: the Open Molecules 2025 dataset; level of theory: the ωB97M-V functional and the def2-TZVPD basis.

Summary:
relative energy (zero: lowest compared OMol25 entry of this formula, charge and spin) = 108.76 kcal/mol
orbital gap (alpha / beta) = 8.9 / 7.9 eV
net charge = 0
HOMO (alpha / beta) = -9.4 / -8.2 eV
E_tot = -15026.406 eV

Each line ends with the Löwdin charge.
Cartesian coordinates (Å):
C 1.889 1.409 -0.072  -0.316
C -1.705 -1.468 -0.528  -0.249
N 1.627 0.143 0.489  -0.104
O -1.718 1.152 0.708  -0.444
P -1.156 -0.217 0.686  0.734
H 1.039 2.062 -0.178  0.038
H 2.650 1.982 0.719  0.124
H 2.349 1.293 -1.146  0.089
H -1.120 -2.393 -0.543  0.056
H -2.756 -1.571 -0.281  0.045
H -1.416 -0.966 -1.359  -0.018
H 1.747 -0.522 -0.391  0.058
H -1.429 -0.902 1.896  -0.014

Cartesian forces, eV/Å:
3.1 1.6 -0.3
0.3 -0.3 2.6
-0.9 -2.9 -2.0
-0.3 0.1 -0.6
1.6 -0.7 1.1
-0.6 0.3 0.2
-1.7 -1.2 -2.2
-0.5 0.7 2.0
-0.3 0.1 0.6
-0.3 -0.3 -0.7
-0.2 1.3 -3.3
-0.5 1.1 2.5
0.3 0.1 0.1



5.
A molecular structure, C30H34AsBrCrF4N11PS. Source: the Open Molecules 2025 dataset; level of theory: the ωB97M-V functional and the def2-TZVPD basis.

Summary:
<S²> = 0.7651
orbital gap (alpha / beta) = 5.2 / 5.7 eV
net charge = +1
HOMO (alpha / beta) = -9.5 / -9.5 eV
spin multiplicity = 2
E_tot = -238339.106 eV

Each line ends with the Löwdin charge.
Cartesian coordinates (Å):
Cr -0.102 -0.145 -0.475  0.118
F 3.094 6.390 -0.452  0.164
C 2.503 5.280 -0.041  -0.123
C 2.446 4.985 1.304  -0.122
F 2.978 5.823 2.178  0.161
C 1.829 3.822 1.735  -0.186
F 1.794 3.607 3.042  0.139
C 1.263 2.937 0.836  -0.239
P 0.284 1.486 1.249  1.000
C 0.530 0.871 2.921  -0.322
C 0.099 1.456 4.113  -0.079
C 0.391 0.839 5.319  -0.054
C 1.112 -0.351 5.353  -0.060
C 1.542 -0.939 4.173  -0.069
C 1.244 -0.334 2.958  -0.104
C -2.006 3.036 1.216  -0.475
C -2.564 4.014 0.270  -0.011
C -3.718 4.628 0.570  -0.079
C -4.532 4.220 1.711  -0.080
C -4.193 3.184 2.490  -0.019
C -2.863 2.568 2.333  -0.406
C 1.352 3.254 -0.522  -0.494
Br 0.675 2.093 -1.867  0.976
C 1.952 4.408 -0.964  -0.251
F 2.034 4.705 -2.257  0.104
H -0.444 2.392 4.060  0.080
H 0.058 1.295 6.243  0.113
H 1.334 -0.823 6.303  0.112
H 2.096 -1.869 4.196  0.107
H 1.561 -0.802 2.034  0.060
H -2.048 4.206 -0.667  0.100
H -4.113 5.387 -0.096  0.100
H -5.476 4.726 1.878  0.102
H -4.880 2.811 3.249  0.106
H -3.427 0.670 3.215  0.160
N -2.701 -1.102 1.681  0.188
C -2.454 0.230 1.541  -0.355
N -2.891 1.065 2.455  0.227
N -1.681 3.321 2.571  0.119
N -1.206 1.954 0.615  -0.232
N -1.761 0.621 0.451  -0.055
C -1.812 -2.055 1.219  -0.436
N -1.924 -3.327 1.523  0.081
N -0.860 -3.901 0.926  -0.026
N -0.179 -3.016 0.289  -0.073
N -0.761 -1.802 0.455  -0.092
H -3.367 -1.422 2.366  0.162
S 2.262 -0.500 -0.833  0.642
C 3.028 -2.033 -0.454  -0.704
N 2.464 -3.212 -0.618  0.043
C 3.135 -4.468 -0.241  -0.139
C 4.630 -4.318 -0.451  -0.155
C 5.122 -3.103 0.311  -0.142
N 4.290 -1.944 -0.046  0.027
H 1.431 -3.219 -0.664  0.081
H 2.725 -5.259 -0.864  0.128
H 2.902 -4.709 0.798  0.132
H 4.838 -4.191 -1.516  0.127
H 5.154 -5.209 -0.111  0.126
H 6.154 -2.865 0.065  0.128
H 5.063 -3.273 1.387  0.128
H 4.672 -1.015 0.022  0.128
C -1.503 -4.121 -2.574  -0.144
C -0.646 -3.085 -3.290  -0.397
As -0.738 -1.246 -2.675  1.167
C 0.242 -0.360 -4.115  -0.439
C -0.115 -0.800 -5.532  -0.143
C -2.576 -0.800 -3.141  -0.394
C -2.881 0.694 -3.030  -0.152
H -1.594 -5.005 -3.207  0.080
H -2.515 -3.759 -2.383  0.068
H -1.082 -4.429 -1.625  0.035
H -0.973 -2.987 -4.322  0.057
H 0.408 -3.362 -3.310  0.074
H 1.299 -0.516 -3.898  0.057
H 0.056 0.708 -4.006  0.000
H 0.158 -1.836 -5.723  0.066
H 0.425 -0.185 -6.253  0.081
H -1.179 -0.686 -5.742  0.070
H -3.214 -1.386 -2.481  0.069
H -2.740 -1.159 -4.156  0.070
H -2.732 1.072 -2.017  0.043
H -3.921 0.891 -3.297  0.082
H -2.259 1.283 -3.708  0.065

Cartesian forces, eV/Å:
-0.5 0.1 0.9
0.0 0.0 0.0
0.1 0.2 0.0
0.1 0.2 0.1
0.0 0.0 0.0
0.0 0.0 0.1
0.0 -0.1 0.0
0.1 0.0 -0.1
0.2 0.0 -0.3
0.0 -0.1 0.1
0.1 0.1 0.1
0.0 0.0 0.0
0.0 0.0 0.0
0.0 0.0 -0.1
0.0 0.0 0.1
0.0 -0.1 -0.1
0.1 -0.1 0.0
-0.2 0.0 0.1
0.1 0.2 -0.2
0.0 -0.3 0.1
0.0 0.4 0.1
0.0 -0.1 0.0
-0.1 0.0 0.1
0.0 0.0 -0.1
0.0 -0.1 0.0
0.0 -0.1 0.0
0.0 0.0 0.0
0.0 0.0 0.0
0.0 0.0 0.0
0.0 0.0 0.0
0.0 0.0 0.1
0.0 0.0 0.1
0.0 0.0 0.0
0.1 0.0 -0.1
0.1 0.1 0.1
0.0 0.1 -0.1
0.0 -0.3 -0.3
-0.1 0.3 0.1
-0.2 -0.4 -0.3
-0.2 0.1 0.3
0.6 0.1 -0.1
-0.3 0.1 0.1
0.4 -0.3 -0.1
-0.2 0.2 0.1
-0.2 0.0 0.0
0.7 -0.2 -0.4
0.0 0.0 0.0
0.0 -0.2 0.1
-0.1 0.0 -0.1
-0.3 0.0 0.1
-0.1 0.2 -0.1
0.0 0.0 -0.1
-0.1 0.2 -0.1
0.1 -0.1 0.0
0.4 0.0 0.2
0.0 0.0 0.0
0.0 0.0 0.0
0.0 0.0 0.0
0.0 0.0 0.0
0.0 0.0 0.0
0.0 0.0 0.0
0.0 0.0 0.0
-0.1 0.0 -0.1
0.0 -0.1 0.1
-0.2 0.2 -0.3
0.0 -0.1 -0.1
0.1 0.1 0.0
-0.1 0.2 0.1
0.0 -0.1 0.0
0.0 0.0 0.0
0.0 0.0 0.0
0.1 0.0 0.1
0.0 -0.1 -0.1
0.1 -0.1 0.0
0.1 0.0 0.0
0.0 0.0 0.0
0.0 0.0 0.0
0.0 0.0 0.0
0.0 0.0 0.0
-0.1 0.0 0.1
-0.1 -0.1 -0.1
0.0 0.0 0.0
0.0 0.0 0.0
0.0 0.0 0.0



6.
A molecular structure, C37H46N9ReS4SbSi4Te. Source: the Open Molecules 2025 dataset; level of theory: the ωB97M-V functional and the def2-TZVPD basis.

Summary:
relative energy (zero: lowest compared OMol25 entry of this formula, charge and spin) = 22.03 kcal/mol
<S²> = 0.8199
orbital gap (alpha / beta) = 5.2 / 5.2 eV
net charge = 0
HOMO (alpha / beta) = -6.5 / -6.6 eV
spin multiplicity = 2
E_tot = -143344.153 eV

Each line ends with the Löwdin charge.
Cartesian coordinates (Å):
Re -1.084 2.191 -0.903  0.674
C 3.008 3.558 -1.734  -0.093
C 1.780 2.957 -1.886  -0.116
N 0.889 2.949 -0.880  -0.076
C 1.228 3.600 0.263  -0.209
C 2.495 4.180 0.373  -0.089
N 3.388 4.151 -0.593  0.094
C 0.212 3.631 1.292  -0.203
C 0.344 4.144 2.571  0.043
C -0.724 4.126 3.462  -0.153
C -1.937 3.581 3.016  0.054
C -2.044 3.082 1.741  -0.179
N -0.977 3.085 0.878  -0.052
C -3.237 2.502 1.140  -0.180
C -4.502 2.494 1.729  -0.061
N -5.572 2.028 1.116  0.092
C -5.400 1.566 -0.124  -0.095
C -4.164 1.524 -0.733  -0.154
N -3.072 1.975 -0.095  -0.103
C -0.588 4.659 4.826  -0.180
C -1.235 4.065 5.908  -0.017
C -1.071 4.605 7.172  -0.141
N -0.322 5.671 7.431  0.060
C 0.292 6.238 6.399  -0.140
C 0.193 5.782 5.095  -0.016
H 3.712 3.550 -2.555  0.114
H 1.476 2.495 -2.820  0.014
H 2.777 4.691 1.286  0.110
H 1.295 4.549 2.888  0.113
H -2.791 3.565 3.679  0.116
H -4.640 2.891 2.725  0.114
H -6.274 1.210 -0.652  0.113
H -4.021 1.142 -1.736  0.025
H -1.840 3.178 5.777  0.111
H -1.564 4.149 8.022  0.107
H 0.892 7.113 6.621  0.107
H 0.696 6.314 4.299  0.112
S -2.704 1.034 -4.050  -0.100
Sb -1.895 3.394 -4.554  0.317
S -1.879 3.965 -2.108  -0.061
S -1.006 0.698 -2.859  -0.288
S 0.239 2.891 -5.101  -0.280
N 8.418 1.531 5.418  0.165
C 7.530 1.350 4.713  -0.181
C 6.422 1.124 3.832  -0.227
C 6.330 -0.075 3.131  -0.010
C 5.259 -0.298 2.287  0.008
C 4.293 0.689 2.134  -0.183
C 4.389 1.897 2.817  0.009
C 5.449 2.110 3.680  -0.006
N 3.198 0.470 1.269  -0.015
C 3.223 -0.078 0.007  -0.034
C 1.935 -0.066 -0.426  -0.189
N 1.115 0.474 0.530  0.042
C 1.898 0.780 1.531  -0.149
H 7.090 -0.832 3.261  0.125
H 5.158 -1.236 1.760  0.120
H 3.651 2.667 2.647  0.102
H 5.536 3.043 4.218  0.125
H 4.143 -0.380 -0.459  0.127
H 1.545 -0.386 -1.376  0.064
H 1.595 1.221 2.467  0.136
C -2.276 -4.135 0.896  -0.219
Si -2.747 -4.402 -0.909  0.316
C -2.684 -6.241 -1.298  -0.206
C -4.506 -3.788 -1.168  -0.216
Si -1.241 -3.188 -2.270  0.180
Te -1.696 -0.913 -1.198  0.660
Si -1.832 -3.179 -4.562  0.353
C -0.667 -2.062 -5.523  -0.201
C -1.608 -4.964 -5.138  -0.210
C -3.625 -2.673 -4.794  -0.208
Si 1.006 -3.755 -1.830  0.346
C 1.268 -5.599 -2.124  -0.211
C 1.411 -3.354 -0.033  -0.217
C 2.146 -2.823 -3.010  -0.212
H -3.051 -4.560 1.538  0.033
H -2.175 -3.082 1.161  0.009
H -1.334 -4.624 1.142  0.019
H -3.375 -6.773 -0.642  0.034
H -1.693 -6.665 -1.148  0.015
H -2.982 -6.446 -2.324  0.018
H -5.162 -4.275 -0.443  0.033
H -4.876 -4.030 -2.163  0.016
H -4.597 -2.710 -1.034  0.011
H 0.373 -2.341 -5.364  0.013
H -0.783 -1.015 -5.248  -0.012
H -0.872 -2.143 -6.592  0.039
H -0.576 -5.298 -5.037  0.017
H -1.874 -5.040 -6.194  0.034
H -2.241 -5.658 -4.587  0.015
H -3.827 -1.701 -4.355  -0.011
H -4.300 -3.401 -4.344  0.015
H -3.859 -2.615 -5.858  0.038
H 0.668 -6.209 -1.449  0.014
H 2.316 -5.853 -1.953  0.033
H 1.023 -5.891 -3.144  0.018
H 1.022 -4.130 0.627  0.020
H 1.000 -2.396 0.288  -0.005
H 2.493 -3.313 0.106  0.029
H 2.067 -3.232 -4.017  0.021
H 3.184 -2.942 -2.690  0.033
H 1.931 -1.759 -3.083  0.015

Cartesian forces, eV/Å:
0.1 0.7 0.5
0.0 0.0 0.1
0.0 0.0 0.0
-0.2 -0.2 -0.1
0.3 0.0 -0.1
-0.3 -0.1 0.1
0.1 0.0 -0.2
-0.3 0.0 0.1
0.0 0.0 0.0
-0.2 -0.1 -0.3
0.2 0.1 0.2
0.1 -0.1 -0.3
0.0 0.0 -0.2
-0.1 0.0 0.0
0.1 0.0 -0.1
-0.1 0.0 0.0
0.0 0.0 0.0
0.0 0.0 0.1
0.2 -0.1 -0.1
0.0 0.1 0.2
0.0 0.0 -0.1
-0.1 -0.1 0.0
0.0 0.0 0.1
0.1 0.1 -0.1
0.0 -0.1 0.0
0.0 0.0 0.0
0.0 0.0 0.0
0.0 0.0 0.0
0.0 0.0 0.0
0.0 0.0 0.0
0.0 0.0 0.1
0.0 0.0 0.0
0.0 0.0 0.0
0.0 0.0 0.0
0.0 0.0 0.0
0.0 0.0 0.0
0.0 0.0 0.0
0.1 -0.1 0.1
-0.2 0.1 -0.1
0.0 -0.1 0.1
-0.1 -0.1 0.0
0.2 0.0 0.1
0.1 0.0 0.0
0.1 0.0 0.1
-0.1 0.0 0.0
0.0 0.0 0.0
0.0 0.1 0.0
0.1 0.1 0.0
0.1 -0.1 0.0
0.0 -0.1 -0.1
-0.2 0.1 0.1
0.0 0.0 -0.1
0.1 0.1 -0.1
-0.2 0.0 0.3
0.0 0.0 -0.1
0.0 0.0 0.0
0.0 0.0 0.0
0.0 0.0 0.0
0.0 0.0 0.0
0.0 0.0 0.0
0.0 0.0 -0.1
0.0 0.0 0.1
-0.1 -0.1 -0.1
0.0 0.1 0.0
0.0 0.1 0.1
0.1 -0.1 0.0
0.1 -0.1 0.0
-0.2 -0.1 -0.2
0.1 0.0 0.0
-0.2 -0.1 0.1
0.0 0.2 0.0
0.1 -0.2 0.0
-0.1 0.0 -0.1
0.1 0.1 0.1
0.0 0.0 -0.1
0.0 -0.1 0.1
0.0 0.0 0.0
0.0 0.1 0.0
0.1 0.0 0.0
-0.1 0.0 0.1
0.1 0.0 0.0
0.0 0.0 -0.1
0.0 0.0 0.0
0.0 0.0 -0.1
0.0 0.1 0.0
0.1 0.0 0.0
0.0 0.1 0.0
0.0 0.0 0.0
0.1 0.0 0.0
0.0 0.0 0.0
-0.1 0.0 0.1
0.0 0.2 0.1
0.0 0.0 0.0
0.0 0.0 -0.1
-0.1 0.0 0.1
0.1 0.0 0.0
0.0 0.0 -0.1
0.0 -0.1 0.0
0.0 0.0 0.0
0.1 0.0 0.0
0.0 -0.1 -0.1
0.0 0.0 0.0
-0.1 0.1 0.0



Maximum force values, unit eV/Å, following the record order: 1.40, 4.50, 4.76, 3.65, 0.99, 0.86.